Entry 1:
19
Properties=species:S:1:pos:R:3:forces:R:3:nbo_charge:R:1 method="wB97M-V/def2-TZVPD" homo_energy_ev=-9.400 smiles=CC[C@@]1(C)C[C@H]1O largest_force_ev_per_a=0.30 de_lowest_kcal_mol=25.0
H -0.4807 -0.8455 1.6372 0.004 0.119 -0.083 0.2159
H 1.4992 1.4492 -1.4180 -0.099 -0.012 0.130 0.2092
H 2.6552 -0.5033 -0.2297 -0.166 -0.044 0.042 0.2141
H -2.6707 0.3929 1.4336 0.102 -0.010 -0.120 0.2127
H 1.3363 2.1310 0.2056 -0.085 -0.077 -0.093 0.2092
H -1.0717 -1.9532 -1.1236 0.132 -0.120 0.077 0.4680
H -0.2941 0.8915 1.8412 -0.005 -0.113 -0.095 0.2027
C 1.6705 -0.8284 0.0971 0.167 -0.031 0.067 -0.4331
H -0.0722 2.0499 -0.8689 0.112 -0.099 0.040 0.2071
H -2.2832 -0.5372 -0.0147 0.014 0.151 0.081 0.1893
O -0.2097 -2.1528 -0.7370 -0.235 -0.011 -0.097 -0.7025
H -2.0647 1.2196 -0.0072 0.033 -0.115 0.101 0.2010
C 0.8318 1.5170 -0.5509 0.000 0.028 -0.048 -0.5977
H 1.6706 -1.5352 0.9228 -0.034 0.113 -0.114 0.2257
C 0.5160 0.1442 0.0086 -0.061 0.059 0.038 -0.0802
H 0.8618 -0.8291 -1.9724 -0.052 -0.030 0.182 0.1709
C -1.9653 0.3127 0.5996 -0.047 0.025 -0.050 -0.6000
C 0.6069 -1.0337 -0.9300 0.182 0.201 -0.118 0.0790
C -0.5359 0.1108 1.1067 0.039 -0.033 0.059 -0.3913


Entry 2:
10
Properties=species:S:1:pos:R:3:forces:R:3:nbo_charge:R:1 method="wB97M-V/def2-TZVPD" homo_energy_ev=-10.400 smiles="C#CCOC=O" largest_force_ev_per_a=0.65 de_lowest_kcal_mol=40.5
O 1.5074 1.6900 1.8756 -0.357 -0.314 -0.436 -0.5454
H -0.1534 1.3986 0.7326 0.156 -0.086 0.077 0.1233
C 0.2416 -1.0357 0.0441 -0.128 -0.128 -0.019 -0.1443
C -1.5189 0.3523 -1.4106 0.323 -0.377 0.208 -0.2061
C 0.8048 1.0470 1.1478 0.225 0.172 0.366 0.6361
H -0.2828 -1.6637 0.7730 -0.031 0.112 -0.124 0.2143
C -0.7285 -0.3091 -0.7883 -0.272 0.361 -0.194 -0.0569
H -2.2229 0.9337 -1.9667 0.137 -0.136 0.081 0.2473
O 1.1565 -0.2006 0.7645 0.102 0.115 -0.033 -0.4971
H 0.8627 -1.7039 -0.5652 -0.154 0.280 0.074 0.2287


Entry 3:
18
Properties=species:S:1:pos:R:3:forces:R:3:nbo_charge:R:1 method="wB97M-V/def2-TZVPD" homo_energy_ev=-9.241 smiles=CCN1C[C@H]1CO largest_force_ev_per_a=0.69 de_lowest_kcal_mol=59.0
H -0.5609 2.0395 -1.7908 0.049 -0.121 -0.099 0.4759
H -1.0613 -0.2594 2.1058 0.148 -0.107 0.056 0.1875
C -1.5341 -0.3275 -0.4721 0.000 -0.074 0.017 -0.2555
C 1.0625 -0.7049 1.8077 0.364 -0.223 -0.216 -0.6393
C -0.0989 -0.2286 -0.8089 0.141 0.128 -0.331 -0.1134
H 0.0288 1.1060 2.1443 -0.189 0.008 0.026 0.2023
O -0.2978 1.4702 -2.5298 0.061 0.154 0.031 -0.7149
H 1.3721 -1.3336 0.9660 -0.313 0.122 0.165 0.2048
H 1.9413 -0.0830 2.0034 -0.152 -0.071 0.145 0.2134
H 0.5138 -1.0346 -0.4520 -0.016 -0.373 -0.302 0.1896
H 0.9323 -1.4134 2.6313 -0.028 0.329 0.073 0.2221
C 0.5293 0.4671 -1.9890 -0.084 -0.318 0.199 -0.0606
H -2.2981 0.1257 -1.1074 0.312 0.022 0.235 0.2129
H -1.8587 -1.2248 0.0594 0.094 0.171 -0.096 0.1894
H 0.7294 -0.2938 -2.7538 -0.092 0.360 -0.101 0.1805
C -0.1861 0.1764 1.6159 -0.519 0.386 0.111 -0.2328
H 1.5049 0.8658 -1.6468 -0.272 -0.015 -0.201 0.1588
N -0.6366 0.5950 0.2487 0.495 -0.379 0.288 -0.4207


Entry 4:
54
Properties=species:S:1:pos:R:3:forces:R:3:nbo_charge:R:1 method="wB97M-V/def2-TZVPD" homo_energy_ev=-10.572 largest_force_ev_per_a=1.57 total_charge=+1 de_lowest_kcal_mol=10.2
C -0.8572 -1.2068 1.3944 0.134 0.034 0.130 -0.4210
C 4.5349 2.5340 1.1165 -0.484 -0.061 -0.187 -0.1292
H 1.9391 1.9596 1.4041 0.018 -0.016 -0.152 0.2262
H -4.4614 -4.0501 0.9193 -0.075 0.174 0.117 0.2211
C -3.5458 1.6414 -1.8028 0.086 -0.113 -0.092 -0.2010
H -2.4157 -3.9012 -0.5400 0.095 0.083 0.144 0.2198
C 1.4931 -2.0869 0.8473 0.375 0.051 -0.162 -0.6410
H -3.8706 -0.2204 2.0719 0.096 -0.061 0.159 0.2099
H -4.4947 -3.2442 2.4926 0.048 0.034 -0.179 0.2277
C -0.1013 1.6910 -0.2765 0.331 0.880 0.258 0.0892
F 5.5953 3.8239 -2.6836 -0.523 -0.464 1.408 -0.3102
C -3.0647 -0.7243 2.6284 -0.209 0.340 0.108 -0.6457
H -3.5449 -1.2654 3.4588 0.139 0.119 -0.294 0.2345
F -1.7025 2.9346 -4.6744 -0.257 -0.426 1.444 -0.3103
C 3.5378 2.5756 0.1027 1.000 0.461 -0.430 -0.1372
C -1.9864 -3.7482 0.4660 -0.069 -0.055 -0.132 -0.4652
H 0.0605 2.7201 -2.7757 -0.410 -0.103 -0.091 0.2266
C -3.2797 2.0912 -3.1077 0.341 -0.063 0.698 -0.1752
C -0.9343 2.3761 -2.4955 -0.256 -0.231 -0.014 -0.1551
H 3.1629 3.1812 -1.9710 0.350 -0.004 0.102 0.2360
C 5.8491 2.8786 0.8322 0.200 0.069 -0.274 -0.1965
C -0.5206 -3.4497 0.3710 0.103 0.728 0.304 0.0449
H -4.9264 -2.3430 1.0376 0.218 -0.122 0.081 0.2188
H -2.1014 -4.7336 0.9541 0.000 0.178 -0.098 0.2241
H -4.0604 2.1557 -3.8601 0.152 0.058 0.125 0.2581
C 0.0109 -2.3200 0.8646 -0.419 -0.425 -0.320 -0.0192
H -0.3344 1.5077 0.7764 0.020 0.037 -0.331 0.2378
C -4.2408 -3.1073 1.4321 -0.390 -0.290 0.172 -0.6514
C 0.3096 -4.5036 -0.2892 0.213 -0.439 -0.076 -0.6508
H 1.7566 -1.1528 1.3563 -0.028 -0.111 -0.033 0.1942
C 3.9066 3.0607 -1.1859 0.342 -0.172 0.241 -0.2035
C 5.2326 3.3911 -1.4281 0.082 0.292 -0.936 0.3947
C 2.2052 2.1371 0.3603 -0.414 -0.108 0.056 0.0830
C 6.2280 3.3023 -0.4555 -0.590 -0.272 0.442 -0.1790
H -0.3385 -5.3178 -0.6302 0.214 0.068 -0.002 0.2209
C 1.2307 1.9485 -0.6072 0.139 -0.318 -0.065 -0.3246
C -1.1825 1.8383 -1.1980 -0.750 0.039 -0.856 -0.1634
H 1.8823 -2.0226 -0.1806 -0.028 -0.032 0.198 0.2163
H 6.6077 2.8102 1.6119 -0.237 0.042 -0.217 0.2453
H -0.3809 -0.7518 2.2822 -0.073 -0.119 -0.157 0.1982
H 0.8638 -4.1273 -1.1608 -0.140 -0.010 0.196 0.2203
H -0.8742 -0.3796 0.6292 -0.118 -0.685 0.490 0.1767
C -2.8006 -2.7538 1.2364 0.491 0.612 0.160 0.0491
H -2.7527 1.1481 0.1504 0.079 0.018 -0.465 0.2379
C -2.5269 1.4974 -0.8641 0.391 0.254 0.102 -0.1151
C -2.2626 -1.6308 1.7420 -0.205 -0.486 -0.499 -0.0230
H 1.0511 -4.9372 0.3959 -0.120 0.077 -0.106 0.2260
C -1.9736 2.4725 -3.4076 0.431 0.183 -0.836 0.3779
H -4.5687 1.3785 -1.5287 0.338 0.065 -0.096 0.2448
H 7.2610 3.5531 -0.6944 -0.317 -0.019 0.033 0.2591
H 4.2480 2.2117 2.1210 0.174 0.064 -0.331 0.2329
H 2.0426 -2.9003 1.3472 -0.165 0.228 -0.157 0.2323
H -2.4318 0.0517 3.0735 -0.113 -0.073 -0.051 0.2070
H 1.5266 2.0068 -1.6588 -0.215 0.091 0.472 0.2265